[1]
Density functional theory data (the ωB97M-V functional and the def2-TZVPD basis) for a structure of composition C8H51FNbO20S in a non-equilibrium geometry.

CARTESIAN COORDINATES (ANGSTROEM)
1 C -5.45 -2.47 -1.51
2 C -4.33 -3.01 -2.63
3 O -4.44 -4.31 -2.96
4 O -3.35 -2.06 -3.19
5 C -1.96 -2.44 -2.89
6 C -0.99 -1.19 -2.43
7 Nb -1.83 0.12 -0.77
8 C -2.80 1.49 0.84
9 C 0.23 1.04 -0.35
10 C 1.05 1.46 -1.75
11 F 0.13 2.32 0.44
12 S -1.59 -1.64 1.00
13 C -0.10 -1.41 2.14
14 O -1.47 -3.08 0.42
15 O -2.84 -1.63 1.96
16 H -5.99 -1.49 -1.90
17 H -6.29 -3.26 -1.29
18 H -4.84 -2.21 -0.54
19 H -1.50 -2.84 -3.91
20 H -1.88 -3.37 -2.15
21 H -0.80 -0.55 -3.43
22 H 0.04 -1.62 -2.04
23 H -3.51 -0.51 -1.09
24 H -2.07 1.45 -2.02
25 H -2.80 0.99 1.90
26 H -2.39 2.58 0.80
27 H -3.95 1.56 0.52
28 H 0.96 0.33 0.23
29 H 1.97 2.12 -1.39
30 H 1.43 0.52 -2.34
31 H 0.39 2.20 -2.41
32 H 0.93 -1.41 1.55
33 H -0.06 -2.37 2.84
34 H -0.23 -0.45 2.83
35 O -0.84 2.96 3.09
36 H -0.49 2.52 2.30
37 H -0.04 3.23 3.58
38 O -7.48 -2.45 0.44
39 H -8.04 -1.66 0.43
40 H -7.78 -2.95 1.21
41 O -0.05 2.86 5.90
42 H -0.96 2.57 5.70
43 H 0.42 2.04 6.11
44 O 2.23 4.25 0.56
45 H 2.44 4.52 -0.35
46 H 1.73 3.42 0.44
47 O 2.44 -0.37 1.88
48 H 2.88 0.48 1.74
49 H 2.82 -0.69 2.72
50 O 3.34 -0.52 -2.80
51 H 3.68 -0.96 -3.59
52 H 4.13 -0.25 -2.32
53 O 3.28 0.68 4.55
54 H 3.17 1.64 4.53
55 H 2.80 0.41 5.35
56 O 0.19 4.34 -1.40
57 H -0.37 5.13 -1.40
58 H -0.11 3.84 -0.62
59 O -10.33 -1.55 -0.76
60 H -10.65 -1.21 -1.61
61 H -10.21 -2.50 -0.92
62 O 5.66 0.58 2.09
63 H 5.11 0.59 2.90
64 H 5.46 1.43 1.67
65 O 8.23 2.32 2.82
66 H 8.73 1.99 3.59
67 H 7.72 1.55 2.53
68 O 4.26 -2.27 3.95
69 H 4.60 -2.71 3.16
70 H 5.05 -2.00 4.43
71 O 9.94 4.62 1.26
72 H 9.57 3.90 1.79
73 H 10.80 4.27 0.96
74 O 5.48 -2.35 -2.38
75 H 5.97 -2.67 -1.61
76 H 4.97 -3.12 -2.67
77 O -3.97 -2.80 -6.07
78 H -4.45 -3.51 -6.53
79 H -3.91 -3.11 -5.16
80 O -2.27 -0.26 -4.97
81 H -2.05 0.01 -5.87
82 H -2.76 -1.08 -5.08

Computed properties:
charge: -1

=====

[2]
Density functional theory data (the ωB97M-V functional and the def2-TZVPD basis) for a cluster of 2 separate species, C5H3N in total in a non-equilibrium geometry.

CARTESIAN COORDINATES (ANGSTROEM)
1 C 2.02 -2.55 -0.88
2 C 1.84 -1.54 -0.24
3 C 1.37 -0.24 0.12
4 N 0.68 0.63 0.43
5 H 2.60 -3.38 -1.05
6 C -2.51 1.50 0.76
7 C -1.75 2.07 0.02
8 H -3.43 1.23 1.15
9 H -0.81 2.28 -0.29

Computed properties:
energy relative to the best compared isomer or geometry (same formula, charge and spin): 66.72 kcal per mole
structure (SMILES): C#CC#N.C#C

=====

[3]
Density functional theory data (the ωB97M-V functional and the def2-TZVPD basis) for an isolated molecule of C8H6N2O in a non-equilibrium geometry.

CARTESIAN COORDINATES (ANGSTROEM)
1 O -2.11 0.47 -3.23
2 C -1.05 0.63 -2.45
3 C -1.08 0.15 -1.02
4 C -2.13 0.33 -0.15
5 N -1.63 0.12 1.12
6 C -0.34 -0.22 1.21
7 N 0.45 -0.33 2.31
8 C 1.73 -0.73 1.94
9 C 2.28 -0.75 0.65
10 C 1.49 -0.35 -0.49
11 C 0.13 -0.17 -0.17
12 H 0.06 1.02 -2.92
13 H -3.11 0.91 -0.46
14 H -2.28 0.70 1.93
15 H 2.38 -0.75 2.76
16 H 3.32 -0.88 0.52
17 H 1.86 -0.16 -1.54

Computed properties:
energy relative to the best compared isomer or geometry (same formula, charge and spin): 69.04 kcal per mole
structure (SMILES): O=Cc1c[nH]c2ncccc12

=====

[4]
Density functional theory data (the ωB97M-V functional and the def2-TZVPD basis) for the ion CCl2FO2S with charge -1 in a non-equilibrium geometry.

CARTESIAN COORDINATES (ANGSTROEM)
1 C 0.11 1.13 -1.46
2 O 0.67 -0.85 2.56
3 O -0.81 -1.44 0.71
4 F -1.25 1.33 -1.63
5 S 0.49 -0.98 1.14
6 Cl 0.27 1.38 0.45
7 Cl 0.52 -0.57 -1.77

Computed properties:
energy relative to the best compared isomer or geometry (same formula, charge and spin): 36.25 kcal per mole
charge: -1

=====

[5]
Density functional theory data (the ωB97M-V functional and the def2-TZVPD basis) for a structure of composition C9H11NO in a non-equilibrium geometry.

CARTESIAN COORDINATES (ANGSTROEM)
1 C 1.81 -1.78 -0.49
2 C 2.08 -0.57 0.15
3 C 0.42 -2.12 -0.58
4 C 1.16 0.49 0.44
5 C -0.53 -1.20 -0.21
6 C -0.17 0.06 0.26
7 C -1.29 2.31 0.13
8 C 1.53 1.69 1.10
9 C -1.98 -1.62 -0.40
10 N -1.53 1.25 0.72
11 O -2.30 1.03 1.63
12 H 2.71 -2.39 -0.68
13 H 3.13 -0.37 0.36
14 H 0.22 -3.04 -1.12
15 H -1.94 3.22 0.41
16 H -0.53 2.35 -0.76
17 H 1.59 1.62 2.20
18 H 2.48 2.09 0.73
19 H 0.70 2.48 0.89
20 H -2.23 -0.90 -1.22
21 H -2.27 -2.62 -0.62
22 H -2.68 -1.27 0.46

Computed properties:
energy relative to the best compared isomer or geometry (same formula, charge and spin): 111.55 kcal per mole

=====

[6]
Density functional theory data (the ωB97M-V functional and the def2-TZVPD basis) for a structure of composition C38H35AgN3O4P in a non-equilibrium geometry.

CARTESIAN COORDINATES (ANGSTROEM)
1 Ag 1.52 0.50 -0.03
2 O 2.96 0.83 -4.44
3 C 2.49 -0.37 -4.78
4 C 2.20 -0.65 -6.12
5 C 1.71 -1.89 -6.50
6 C 1.50 -2.87 -5.55
7 C 1.78 -2.61 -4.21
8 C 2.25 -1.37 -3.81
9 C 2.50 -1.05 -2.38
10 O 2.97 0.11 -2.08
11 N 2.27 -2.01 -1.53
12 N 2.36 -1.68 -0.21
13 C 2.98 -2.54 0.53
14 C 3.28 -2.44 1.93
15 C 4.00 -3.49 2.52
16 C 4.46 -3.44 3.82
17 C 4.22 -2.29 4.57
18 C 3.50 -1.25 4.05
19 C 2.96 -1.28 2.72
20 O 2.25 -0.33 2.30
21 H 3.02 0.75 -3.38
22 H 2.38 0.12 -6.86
23 H 1.47 -2.07 -7.54
24 H 1.11 -3.83 -5.85
25 H 1.63 -3.35 -3.45
26 H 3.38 -3.43 0.03
27 H 4.21 -4.37 1.92
28 H 5.02 -4.26 4.24
29 H 4.62 -2.22 5.58
30 H 3.31 -0.36 4.63
31 C -3.12 -2.10 1.95
32 C -1.79 -2.36 1.66
33 C -0.84 -1.36 1.74
34 C -1.20 -0.07 2.12
35 C -2.54 0.19 2.40
36 C -3.49 -0.81 2.32
37 P 0.10 1.21 2.35
38 C -0.49 1.85 3.97
39 C -0.08 3.15 4.28
40 C -0.23 3.67 5.55
41 C -0.77 2.89 6.56
42 C -1.15 1.58 6.28
43 C -1.00 1.06 5.01
44 C -0.41 2.49 1.15
45 C -1.41 3.44 1.29
46 C -1.62 4.36 0.28
47 C -0.83 4.30 -0.86
48 C 0.14 3.32 -1.00
49 C 0.42 2.38 0.01
50 H -3.87 -2.88 1.89
51 H -1.50 -3.37 1.37
52 H 0.20 -1.56 1.53
53 H -2.84 1.19 2.67
54 H -4.53 -0.60 2.56
55 H 0.37 3.74 3.49
56 H 0.10 4.68 5.76
57 H -0.88 3.29 7.56
58 H -1.55 0.96 7.08
59 H -1.28 0.04 4.82
60 H -2.02 3.49 2.19
61 H -2.39 5.12 0.38
62 H -0.97 5.04 -1.65
63 H 0.73 3.30 -1.91
64 O 0.01 0.15 -1.96
65 C -0.97 0.78 -2.31
66 C -1.19 1.32 -3.71
67 C -2.45 0.62 -4.28
68 C -2.64 -0.82 -3.79
69 C -3.42 -0.98 -2.47
70 C -2.65 -0.47 -1.23
71 N -2.11 0.84 -1.49
72 H -0.31 1.08 -4.31
73 H -1.32 2.40 -3.72
74 H -2.37 0.60 -5.37
75 H -3.34 1.21 -4.04
76 H -1.66 -1.30 -3.69
77 H -3.20 -1.38 -4.55
78 H -3.66 -2.04 -2.33
79 H -4.37 -0.43 -2.54
80 H -1.81 -1.13 -1.01
81 H -3.30 -0.44 -0.35
82 H -2.81 1.49 -1.81

Computed properties:
energy relative to the best compared isomer or geometry (same formula, charge and spin): 56.16 kcal per mole
charge: -2

=====

Frontier orbital gap? In order: 0.0922 0.3772 0.3260 0.2601 0.3600 0.2009 hartree.
E_HOMO? In order: -2.85 -10.25 -8.98 -3.51 -8.91 -1.03 eV.